Entry 1:
# C45H46BCoF2N5SSb

C45H46BCoF2N5SSb as an isolated structure (ωB97M-V/def2-TZVPD, OMol25).

Summary:
⟨S²⟩: 3.77
Frontier orbital gap (alpha / beta), eV: 6.23 / 7.66
2S+1: 4
E_tot, eV: -115975.4849
Net charge: -1

```
102
Properties=species:S:1:pos:R:3:forces:R:3
C 5.15696 -1.70206 0.74012 0.15 0.01 -0.06
H -4.36867 -1.22067 2.21151 -0.03 -0.02 -0.03
H 3.58569 -1.57114 -2.21919 0.03 -0.01 -0.06
C 1.64267 -1.79041 1.99272 -0.32 -0.01 0.79
C -2.13733 1.92187 -0.74707 0.07 0.00 0.10
H 5.73747 2.54311 -0.31091 -0.01 -0.02 0.01
C -3.16217 -1.74900 -0.88810 -0.05 -0.01 0.08
H -1.36071 -1.50526 0.43806 0.06 0.02 -0.14
C 2.51942 -1.66770 -0.36203 0.30 0.14 0.34
N 0.38195 -1.87714 1.74647 0.18 -0.12 -0.54
H -4.09992 0.17634 4.31466 -0.03 0.03 0.03
Co 0.93072 -1.96146 -1.52749 -0.12 -0.61 -0.28
C 2.86620 1.69684 -2.70138 -0.02 0.00 -0.02
H 0.22370 -1.65976 6.23130 -0.04 -0.04 0.02
H 4.48986 1.97131 1.52358 0.00 -0.05 0.00
H -4.64489 2.59220 -2.90668 0.01 0.01 0.00
H 0.21887 0.91994 -4.03044 0.04 0.09 -0.03
H 5.81917 -1.50698 -1.29972 0.02 -0.05 0.02
H -0.56623 2.16204 -5.00596 0.00 -0.01 -0.01
C -1.05970 1.82980 -1.62550 0.31 -0.17 -0.06
C 0.15148 4.44253 2.53246 -0.01 0.03 0.01
C -1.28815 2.02424 -2.98823 0.00 0.01 -0.11
H 4.28822 1.94305 -4.28781 -0.01 -0.01 0.00
H 3.00148 1.04136 1.32880 0.02 -0.02 0.07
C 2.16067 -1.11797 -4.32282 -0.08 -0.02 -0.14
C -2.45770 -1.94490 4.13453 -0.11 0.01 0.00
H -1.81529 -2.79443 -4.63717 -0.03 -0.05 -0.04
C 0.54451 3.09035 0.58012 0.00 -0.25 -0.01
C 4.92123 2.32174 -0.99031 0.01 0.02 -0.01
H -2.32662 -2.06551 1.99215 -0.02 -0.02 0.13
H -4.06444 -4.11690 4.55069 -0.02 -0.03 0.03
C 4.12133 1.98858 -3.21785 0.04 0.01 -0.02
S 2.00682 -1.68210 3.75370 -0.07 0.03 -0.36
C 0.65384 5.50574 0.44252 0.01 0.05 0.00
C -3.64615 2.38992 -2.53879 -0.01 0.01 -0.01
C -1.82801 -1.59201 -0.52487 -0.07 0.09 -0.17
C -0.18912 1.93347 -4.00932 -0.13 -0.02 0.03
C 4.96990 -1.60049 -0.63184 -0.01 0.01 -0.04
H -0.17951 -1.57676 -6.52743 -0.04 0.02 0.03
H -5.56344 -0.64255 4.88482 0.00 -0.02 0.03
H -2.02730 -0.80757 -4.72642 -0.05 0.02 -0.03
H 0.61418 2.63336 -3.77629 -0.06 0.00 -0.04
C 3.66915 2.02179 -0.46007 0.02 0.01 0.04
C 0.03595 1.94823 2.78132 0.06 0.04 -0.01
C 0.24134 3.18342 1.94289 -0.01 -0.03 -0.02
C -2.58426 2.30304 -3.42289 -0.02 0.02 0.03
C -1.71799 -1.84273 5.32367 0.22 0.04 -0.01
H -4.02022 -1.82043 -0.24093 -0.01 0.04 -0.04
H -2.75944 2.44393 -4.48372 0.01 -0.01 0.00
H -5.51361 -3.25328 5.09168 0.00 0.01 0.02
C 0.35506 5.59827 1.79289 0.00 -0.01 0.05
N 0.06052 -1.56131 -4.44129 0.06 0.02 -0.18
C -0.33832 -1.75658 5.31074 -0.13 0.01 0.07
C -0.39326 -1.88752 2.88111 0.01 0.11 0.60
C -3.41993 2.20409 -1.18476 -0.06 -0.02 0.01
C -1.78800 -1.97350 2.92456 -0.01 -0.02 -0.14
H -3.92675 -1.91078 -2.98689 0.04 -0.01 -0.03
H 0.96211 1.36906 2.84399 -0.04 -0.07 0.02
C 5.15207 2.32452 -2.35733 0.00 -0.01 0.00
H -4.11608 -0.59131 5.90431 0.00 0.00 0.02
H -4.34822 -2.99202 2.31954 -0.01 0.02 -0.04
C 0.31450 -1.77718 4.08747 0.17 -0.01 -0.22
H -5.72389 -2.07967 2.95396 -0.01 -0.01 -0.02
C 0.49978 -1.45053 -5.70095 0.10 0.02 0.02
B -1.46807 -1.73244 -4.17567 -0.04 -0.03 -0.03
C 3.51488 1.96146 1.03668 -0.04 0.06 -0.07
Sb 0.68905 1.15376 -0.46537 -0.06 0.80 0.16
H -4.02392 -3.18233 6.04675 -0.01 0.01 0.02
H -2.22551 -1.82139 6.27951 -0.04 0.01 0.00
H 6.13590 2.56496 -2.74208 0.00 -0.01 0.00
H 0.98313 4.18256 -1.20849 -0.01 0.03 0.00
H 2.93513 2.80768 1.40864 0.00 -0.01 0.03
H -4.23729 2.26075 -0.47593 0.02 0.00 0.01
C 1.85037 -1.16002 -5.67863 0.02 0.01 0.02
C 2.74034 -1.75311 1.03544 0.65 0.06 -0.59
H -0.72124 1.29663 2.34317 -0.02 -0.09 0.04
C 0.74551 4.25524 -0.15193 0.01 0.00 -0.03
H 3.11149 -0.88290 -3.88032 -0.03 -0.08 0.11
N 1.07705 -1.36690 -3.58022 0.23 0.14 0.11
F 1.43534 -4.67411 -0.51651 -0.08 0.07 -0.10
H -1.97037 1.77080 0.31735 -0.06 -0.01 -0.01
H 4.19941 -1.90709 2.61844 0.06 0.02 0.05
C 4.05052 -1.79367 1.55118 -0.42 0.02 0.17
H 2.51820 -1.00473 -6.50795 -0.04 -0.01 -0.03
C -3.98305 -1.98192 4.21603 -0.08 0.01 -0.03
F 1.46900 -4.50831 -2.73556 -0.07 -0.07 0.12
C -4.42351 -3.20579 5.03272 0.03 0.07 -0.06
H 0.28076 6.56664 2.27326 0.00 0.00 -0.01
C -4.63900 -2.07490 2.83553 0.12 -0.01 0.09
N -1.85873 -1.69467 -2.67560 -0.15 0.03 0.00
C 3.68531 -1.61297 -1.14579 0.12 0.07 0.21
N -1.05600 -1.55748 -1.61264 -0.39 0.11 0.40
H 2.08898 1.39232 -3.38447 0.13 0.05 0.05
H 0.81418 6.40375 -0.14230 0.00 -0.02 -0.02
C -4.47139 -0.68202 4.87768 0.03 -0.09 -0.05
H -0.19827 -4.43385 -1.63053 0.12 -0.06 -0.03
C -3.12988 -1.80624 -2.26933 0.00 0.02 0.05
C 0.81750 -4.00471 -1.58598 0.05 -0.11 -0.12
H -0.27579 2.20127 3.79547 0.01 0.00 -0.01
H -0.07909 4.51739 3.59012 -0.01 -0.01 -0.01
C 2.60644 1.75021 -1.33618 -0.29 -0.17 -0.09
H 6.15117 -1.71841 1.16956 0.00 0.00 0.00
```
Forces are in eV/Å.

These are the Mulliken partial charges, in e, on atoms 1 to 99:
1. C -0.858
2. H 0.394
3. H 0.265
4. C 0.554
5. C -0.710
6. H 0.399
7. C -0.609
8. H -0.825
9. C -0.343
10. N -0.067
11. H 0.350
12. Co -0.410
13. C -0.955
14. H 0.387
15. H 0.485
16. H 0.348
17. H -0.122
18. H 0.442
19. H 0.517
20. C 0.623
21. C -0.712
22. C 1.054
23. H 0.474
24. H -0.006
25. C -0.360
26. C 0.212
27. H -0.219
28. C 0.505
29. C -0.684
30. H 0.682
31. H 0.410
32. C -1.270
33. S -0.493
34. C -0.872
35. C -0.679
36. C 0.424
37. C -1.182
38. C -0.928
39. H 0.439
40. H 0.461
41. H -0.117
42. H 0.303
43. C 0.810
44. C -0.845
45. C 0.891
46. C -0.645
47. C -0.322
48. H 0.393
49. H 0.365
50. H 0.438
51. C -0.652
52. N -0.169
53. C -1.600
54. C -1.826
55. C -1.002
56. C 0.000
57. H 0.447
58. H 0.011
59. C -0.864
60. H 0.351
61. H 0.420
62. C 1.785
63. H 0.521
64. C -0.403
65. B 0.093
66. C -1.219
67. Sb 0.872
68. H 0.332
69. H 0.391
70. H 0.366
71. H 0.310
72. H 0.251
73. H 0.448
74. C -1.373
75. C 2.137
76. H 0.003
77. C -0.609
78. H 0.519
79. N 0.694
80. F -0.328
81. H 0.299
82. H 0.398
83. C -1.008
84. H 0.453
85. C 2.182
86. F -0.348
87. C -1.785
88. H 0.362
89. C -2.106
90. N -0.170
91. C 0.072
92. N 1.358
93. H 0.826
94. H 0.438
95. C -1.717
96. H 0.088
97. C -0.768
98. C -0.023
99. H 0.451

***

Entry 2:
# C45H46BrClN2O2PRuTe

C45H46BrClN2O2PRuTe as an isolated structure (ωB97M-V/def2-TZVPD, OMol25).

Summary:
⟨S²⟩: 8.76
Frontier orbital gap (alpha / beta), eV: 8.08 / 5.69
Relative energy (zero: lowest compared OMol25 entry of this formula, charge and spin), kcal per mole: 1.8
2S+1: 6
E_tot, eV: -156201.6039
Net charge: +2

```
100
Properties=species:S:1:pos:R:3:forces:R:3
C 0.67146 2.10248 3.81616 0.01 0.01 -0.01
H -1.51612 2.61293 -2.45308 -0.01 0.04 0.01
H -3.45851 3.50597 -0.95421 0.00 -0.01 0.00
H -1.70966 4.09338 1.06166 -0.01 -0.01 -0.01
H -6.69877 -2.78377 -1.03829 0.01 0.02 0.01
C -3.37995 -1.76433 1.99914 -0.03 0.09 -0.01
H 3.85999 -2.25110 5.53941 -0.02 -0.01 -0.02
H -2.00653 2.42981 0.55793 -0.03 -0.10 0.01
C -5.75325 0.30321 -0.00788 0.00 -0.01 -0.01
C -1.07479 -4.78665 -0.95291 0.00 -0.02 0.02
Te -0.62752 -1.26624 4.33088 -0.04 0.11 -0.08
H -5.26573 -3.42955 2.15431 -0.01 0.01 -0.01
C -4.66081 -0.37624 3.52641 -0.01 -0.06 -0.03
C 2.04074 -2.47543 4.41915 0.01 -0.01 0.05
C -4.71611 -1.98466 -1.20195 -0.03 -0.02 0.01
C -4.41385 0.24969 -0.35954 -0.01 0.06 0.00
H -3.74905 0.21309 3.50837 0.01 0.00 -0.01
H -5.47525 0.21214 3.10104 -0.02 -0.02 0.00
H 1.59439 -4.66331 1.86719 0.01 0.02 0.02
H 4.56300 1.16136 4.26694 -0.01 -0.01 -0.03
H 1.29191 5.24267 -2.38672 0.01 0.02 0.01
H -3.77289 1.10209 -0.15944 0.02 -0.02 -0.01
Cl 0.56569 0.10060 -2.76241 0.01 -0.09 -0.18
C -1.45821 -4.49258 -3.30880 -0.01 0.00 0.00
H 1.09555 3.49542 -2.40835 -0.01 -0.03 0.00
H -7.62625 -0.74699 0.01566 0.02 0.00 0.00
H -2.67293 3.72818 -3.11838 -0.01 0.03 0.00
C 4.05391 0.62202 3.47650 0.02 0.00 0.00
C -1.85712 3.65275 -2.39832 0.02 -0.05 0.04
H -4.26102 -0.12166 -3.35715 0.00 -0.01 -0.01
H -4.31982 -2.87793 -1.67109 0.00 0.03 0.01
Ru -0.32224 0.06782 0.03552 -0.27 0.36 0.16
H -1.07660 5.63231 -2.75010 0.00 -0.01 0.00
C 1.40477 -3.15322 3.38565 0.00 -0.06 -0.01
C -0.93619 0.34083 -3.63199 0.17 -0.01 0.09
C -1.64712 3.40075 0.21974 0.00 0.10 0.00
C -6.57730 -0.79066 -0.25002 0.00 0.01 -0.02
H -2.04242 -2.53031 -3.93768 0.00 0.00 0.02
C -3.88923 -0.88944 -0.96654 -0.03 -0.09 0.03
H -1.33332 -3.03805 0.25933 0.03 0.05 0.10
C 4.71454 -0.31811 2.74245 0.02 0.02 -0.03
C -0.86839 0.94195 -4.87401 -0.05 0.03 -0.03
P -2.14136 -0.89873 -1.43724 0.44 0.03 0.08
C 2.00092 1.87214 4.01213 0.04 -0.03 -0.01
C 2.74780 -0.70315 1.44481 0.04 -0.05 -0.04
H -4.91600 -0.63403 4.55416 0.01 0.00 0.00
C -6.05786 -1.93324 -0.84200 -0.01 0.00 -0.01
H -4.18619 0.96244 -5.56257 0.02 -0.01 0.01
C -0.01369 1.40640 2.79374 -0.09 -0.04 -0.03
C -1.11479 -5.30826 -2.24046 0.00 -0.01 -0.01
C 0.60566 4.43247 -2.15381 0.01 0.01 0.05
C -1.72566 -2.62618 -1.80925 -0.15 -0.02 -0.08
H -5.74569 -2.89681 3.77522 0.00 0.00 0.01
C -0.01705 -2.81049 3.02414 0.04 0.00 -0.04
C -2.13596 -0.06194 -3.05431 -0.08 -0.07 -0.07
H 5.07450 -3.97237 4.26160 -0.01 0.00 -0.01
H 3.93914 -5.18679 2.42624 -0.01 0.02 0.00
C -1.37200 -3.44997 -0.74131 0.00 -0.05 -0.03
H -1.07027 1.62315 2.65899 0.00 0.00 -0.02
N -4.46239 -1.59234 2.75093 -0.05 0.02 -0.01
C 1.98772 0.22901 2.19443 -0.04 0.05 -0.11
C -2.45794 3.93797 -1.00047 0.03 0.00 0.01
C -3.26656 0.78664 -5.02004 0.04 0.01 0.01
C -0.73434 4.59883 -2.87297 -0.02 0.03 0.02
N 0.34796 4.41453 -0.69426 -0.04 -0.06 -0.06
H 1.75917 -0.44096 5.13796 0.00 -0.01 0.04
C 3.36527 -2.77458 4.72943 0.00 0.00 0.03
O 0.29725 2.17553 -0.49670 -0.11 -0.09 -0.15
H -2.59523 5.01574 -0.89069 0.01 0.01 -0.01
H 5.75495 -0.54208 2.93881 -0.02 0.00 0.00
H -3.38973 -2.70802 1.43556 0.00 0.00 0.01
C -3.30765 0.17425 -3.77529 0.02 0.05 -0.01
H -0.80839 -5.42372 -0.11754 -0.01 0.03 -0.04
H 0.14004 2.82405 4.42507 0.03 -0.01 0.00
C -2.04883 1.16451 -5.56998 -0.03 0.00 0.00
H 4.58261 -1.72553 1.10083 -0.02 0.02 0.01
H 1.16855 -1.67623 6.25710 0.00 -0.02 -0.01
H -0.71483 -3.64233 3.13307 0.04 -0.02 0.00
C 2.09293 -4.13172 2.67057 -0.03 0.04 -0.05
H -0.57719 4.46124 -3.94527 0.00 -0.02 0.01
H -0.16733 5.23697 -0.40681 0.00 0.02 0.00
H -6.15838 1.19741 0.44946 0.01 -0.01 -0.01
H -2.01180 1.63315 -6.54502 -0.01 -0.01 0.02
C 3.40986 -4.42170 2.97945 0.02 -0.01 0.02
H 2.55385 2.40775 4.77523 -0.02 -0.01 0.00
O -2.43186 -0.97093 1.91817 0.13 -0.11 0.07
C 4.04770 -3.74019 4.01086 -0.02 -0.02 0.01
H -0.10284 -2.40098 2.01836 -0.03 -0.01 -0.03
C -0.23824 3.26576 -0.26893 0.05 0.08 -0.08
C 1.29305 -1.42489 5.20262 0.03 0.00 0.00
H -0.87804 -6.35101 -2.41128 0.00 0.04 0.01
C 4.05141 -0.99598 1.69762 0.07 0.02 0.00
C -5.54519 -2.56697 2.75613 0.05 0.04 0.01
H -6.45218 -2.12671 2.33987 0.02 0.00 0.02
H 0.08896 1.23001 -5.28859 -0.03 -0.01 0.02
Br 1.92630 -1.60407 -0.02672 -0.12 -0.06 -0.03
C -1.77073 -3.15580 -3.09580 0.02 0.01 -0.03
H -1.48725 -4.89726 -4.31243 0.00 0.01 0.03
C 0.60573 0.50370 1.93517 0.01 -0.19 0.29
C 2.69066 0.91076 3.22448 -0.03 0.06 0.07
```
Forces are in eV/Å.

These are the Mulliken partial charges, in e, on atoms 1 to 99:
1. C -1.270
2. H -0.420
3. H 0.533
4. H 0.531
5. H 0.444
6. C -0.261
7. H 0.475
8. H -1.072
9. C -0.525
10. C -1.064
11. Te 0.475
12. H 0.303
13. C -0.815
14. C 0.526
15. C -0.367
16. C -0.007
17. H 0.128
18. H 0.303
19. H 0.499
20. H 0.449
21. H 0.438
22. H -0.018
23. Cl -0.110
24. C -0.834
25. H 0.266
26. H 0.415
27. H 0.453
28. C -0.918
29. C 0.403
30. H 0.540
31. H 0.551
32. Ru 0.970
33. H 0.300
34. C 0.260
35. C 0.604
36. C 0.769
37. C -0.800
38. H 0.473
39. C 0.213
40. H 0.153
41. C -0.874
42. C -0.517
43. P 1.286
44. C -0.793
45. C 0.729
46. H 0.345
47. C -0.915
48. H 0.442
49. C 0.445
50. C -0.751
51. C -0.683
52. C -0.019
53. H 0.354
54. C 0.231
55. C 0.011
56. H 0.458
57. H 0.464
58. C 0.351
59. H 0.325
60. N 0.484
61. C 2.498
62. C -0.991
63. C -0.876
64. C -0.885
65. N -0.043
66. H 0.186
67. C -0.627
68. O -0.824
69. H 0.386
70. H 0.489
71. H 0.207
72. C -0.685
73. H 0.500
74. H 0.564
75. C -0.729
76. H 0.483
77. H 0.641
78. H 0.987
79. C -0.419
80. H 0.434
81. H 0.381
82. H 0.490
83. H 0.420
84. C -0.768
85. H 0.448
86. O -0.082
87. C -0.772
88. H -0.922
89. C -0.318
90. C -0.859
91. H 0.424
92. C -0.862
93. C -0.975
94. H 0.341
95. H 0.535
96. Br -0.191
97. C -0.317
98. H 0.464
99. C -1.838